97
Properties=species:S:1:pos:R:3 method="wB97M-V/def2-TZVPD" spin_multiplicity=2 s_squared=0.754 max_force_ev_per_a=2.9 molar_mass_da=1069.68 relative_energy_kcal_mol=33.7 homo_lumo_gap_ev="7.2 / 5.1"
Mg 0.543 -1.382 0.129
C -0.492 1.821 4.452
N -0.903 1.015 3.326
C -0.258 0.782 2.179
N -0.969 -0.044 1.431
C -2.073 -0.280 2.190
N -2.073 0.348 3.339
C -0.536 3.317 4.209
C -0.180 4.174 5.246
C -0.195 5.548 5.065
C -0.567 6.093 3.847
C -0.922 5.244 2.806
C -0.906 3.860 2.991
C -1.308 5.779 1.510
N -1.459 7.011 1.142
N -1.826 6.994 -0.176
C -1.878 5.753 -0.538
O -1.561 4.927 0.488
C -2.184 5.187 -1.841
C -2.501 6.009 -2.920
C -2.737 5.441 -4.159
C -2.652 4.065 -4.333
C -2.359 3.242 -3.256
C -2.276 1.735 -3.403
N -1.134 1.207 -2.686
C -1.110 0.563 -1.515
N 0.138 0.418 -1.113
C 0.863 1.008 -2.105
N 0.121 1.510 -3.064
C -2.129 3.808 -2.011
H 0.522 1.531 4.734
H -1.159 1.558 5.272
H 0.692 1.215 1.915
H -2.895 -0.902 1.874
H 0.110 3.762 6.206
H 0.092 6.200 5.879
H -0.583 7.162 3.686
H -1.188 3.221 2.166
H -2.552 7.078 -2.767
H -2.976 6.074 -5.002
H -2.812 3.633 -5.313
H -2.190 1.462 -4.454
H -3.166 1.269 -2.978
H -1.986 0.207 -0.997
H 1.937 1.092 -2.093
H -1.892 3.176 -1.165
C -0.152 -3.158 1.265
H -1.105 -3.602 0.973
H -0.184 -2.766 2.285
H 0.661 -3.876 1.141
C 3.578 1.087 5.028
C 4.309 0.120 4.112
O 3.594 -0.052 2.887
P 2.705 -1.339 2.507
O 1.807 -0.817 1.422
Te 1.722 -2.305 4.425
O 3.687 -2.346 1.730
C 4.647 -3.204 2.357
C 6.041 -2.612 2.273
H 4.213 1.344 5.877
H 2.664 0.626 5.402
H 3.340 2.000 4.479
H 4.448 -0.839 4.618
H 5.289 0.519 3.844
H 4.613 -4.146 1.810
H 4.350 -3.385 3.394
H 6.295 -2.431 1.228
H 6.762 -3.317 2.689
H 6.103 -1.670 2.817
O -0.141 -2.288 -1.488
S -0.493 -2.335 -2.949
C -0.013 -3.976 -3.506
C 0.099 -4.200 -4.867
C 0.433 -5.468 -5.312
C 0.666 -6.486 -4.397
C 0.555 -6.241 -3.036
C 0.215 -4.976 -2.581
C -2.265 -2.762 -2.901
C -2.977 -2.833 -4.089
C -4.309 -3.213 -4.060
C -4.919 -3.512 -2.850
C -4.206 -3.420 -1.664
C -2.872 -3.038 -1.688
H -0.040 -3.384 -5.567
H 0.524 -5.655 -6.374
H 0.956 -7.468 -4.745
H 0.738 -7.035 -2.325
H 0.149 -4.756 -1.523
H -2.488 -2.601 -5.029
H -4.869 -3.284 -4.983
H -5.958 -3.814 -2.831
H -4.682 -3.652 -0.720
H -2.293 -2.953 -0.779
Cl 4.470 -3.640 -1.311
Ge 2.956 -1.980 -1.057
Cl 2.693 -1.553 -3.352
Cl 4.256 -0.197 -0.774

19
Properties=species:S:1:pos:R:3 method="wB97M-V/def2-TZVPD" max_force_ev_per_a=4.2 molar_mass_da=289.53 homo_lumo_gap_ev="8.6 / 5.8"
C -1.346 -1.637 -0.186
C -1.962 -0.242 -0.143
C 0.083 1.388 -0.125
C -0.953 0.584 0.702
C -0.266 -0.551 1.424
C 2.417 -0.158 0.211
O -1.647 -2.628 -0.786
O 0.445 -0.934 -1.374
O 1.753 1.044 -2.228
O -0.556 -1.695 0.885
S 1.230 0.312 -1.112
Cl 3.360 -1.583 -0.106
Br 3.380 1.373 0.536
H -2.259 0.169 -1.170
H -3.065 -0.337 0.373
H -0.388 2.123 -0.829
H 0.916 2.033 0.139
H -1.456 1.275 1.348
H 0.312 -0.536 2.443

43
Properties=species:S:1:pos:R:3 method="wB97M-V/def2-TZVPD" spin_multiplicity=4 s_squared=3.776 max_force_ev_per_a=1.0 molar_mass_da=441.59 relative_energy_kcal_mol=0.0 charge=+1 homo_lumo_gap_ev="6.2 / 7.2"
Re -1.052 -0.832 -0.590
N 1.081 -1.135 -0.646
C 2.016 -1.060 0.493
C 3.357 -1.044 0.128
C 4.353 -0.996 1.081
C 3.979 -0.968 2.418
C 2.643 -0.987 2.760
C 1.607 -1.033 1.817
C 0.177 -1.042 2.283
C -0.089 -1.118 3.649
C -1.378 -1.108 4.170
C -2.468 -1.026 3.325
C -2.229 -0.957 1.959
C -0.935 -0.964 1.428
H 1.242 -2.037 -1.083
H 1.413 -0.456 -1.313
H 3.616 -1.068 -0.928
H 5.396 -0.979 0.788
H 4.729 -0.929 3.201
H 2.410 -0.955 3.814
H 0.720 -1.195 4.360
H -1.517 -1.163 5.243
H -3.481 -1.014 3.711
H -3.088 -0.884 1.303
N -3.207 -0.824 -1.050
H -3.329 -0.819 -2.058
H -3.689 0.008 -0.719
H -3.722 -1.628 -0.712
C -1.620 1.215 -3.380
C -0.585 1.705 -2.358
C -0.679 3.231 -2.244
C 0.805 1.346 -2.895
C -0.870 1.086 -0.982
H -1.438 1.651 -4.370
H -2.635 1.488 -3.074
H -1.565 0.121 -3.494
H -0.493 3.705 -3.213
H 0.056 3.614 -1.529
H -1.674 3.534 -1.903
H 1.024 1.905 -3.810
H 0.872 0.283 -3.166
H 1.588 1.593 -2.166
H -1.345 1.735 -0.244

16
Properties=species:S:1:pos:R:3 method="wB97M-V/def2-TZVPD" max_force_ev_per_a=3.2 molar_mass_da=159.53 relative_energy_kcal_mol=31.1 homo_lumo_gap_ev=10.4
O -1.503 -0.008 0.009
P -2.039 1.295 -0.803
F -3.646 1.000 -0.357
C -2.242 0.519 -2.542
Cl -0.592 0.264 -3.067
H -0.813 0.135 0.652
H -2.677 1.294 -3.265
H -2.566 -0.563 -2.390
C 2.184 0.611 2.135
N 1.456 -0.019 1.346
C 1.775 -1.363 0.951
H 3.291 0.250 2.572
H 1.902 1.643 2.370
H 1.881 -1.403 -0.160
H 2.775 -1.746 1.324
H 0.814 -1.908 1.225

104
Properties=species:S:1:pos:R:3 method="wB97M-V/def2-TZVPD" max_force_ev_per_a=2.2 molar_mass_da=780.73 relative_energy_kcal_mol=54.1 homo_lumo_gap_ev=8.2
C -3.944 2.536 -1.634
O -2.902 2.501 -0.988
N -4.217 1.655 -2.647
N -4.914 3.473 -1.428
H -3.475 1.011 -2.857
H -5.141 1.484 -2.991
H -4.645 4.182 -0.766
H -5.618 3.653 -2.116
C 5.063 0.349 -1.399
O 5.568 0.274 -0.290
N 5.635 -0.315 -2.478
N 3.897 0.980 -1.699
H 5.010 -0.614 -3.205
H 6.436 -0.895 -2.310
H 3.584 1.038 -2.648
H 3.269 1.214 -0.937
C 4.241 5.177 0.984
O 4.272 4.891 2.171
N 3.791 4.296 0.036
N 4.568 6.427 0.495
H 3.505 3.382 0.392
H 3.761 4.589 -0.920
H 4.678 6.516 -0.497
H 4.932 7.137 1.100
C -0.181 3.423 2.247
O -0.561 2.862 3.269
N 1.093 3.891 2.095
N -1.020 3.710 1.195
H 1.762 3.649 2.805
H 1.421 4.345 1.264
H -1.943 3.322 1.243
H -0.571 3.980 0.325
C -4.001 -4.503 -2.640
O -4.103 -5.170 -1.621
N -4.491 -4.957 -3.842
N -3.389 -3.284 -2.753
H -4.526 -4.355 -4.641
H -4.905 -5.867 -3.896
H -2.830 -2.915 -1.999
H -3.412 -2.719 -3.579
C -5.553 1.111 1.275
O -4.834 1.440 2.203
N -5.133 0.210 0.306
N -6.834 1.574 1.125
H -5.818 -0.382 -0.128
H -4.258 -0.196 0.604
H -7.238 2.137 1.844
H -7.296 1.264 0.292
C 3.287 -3.621 0.108
O 3.361 -4.025 1.271
N 3.100 -2.326 -0.240
N 3.625 -4.462 -0.920
H 3.011 -2.108 -1.215
H 2.858 -1.611 0.429
H 3.499 -4.276 -1.896
H 3.748 -5.419 -0.641
C 3.064 1.307 2.021
O 2.801 1.764 0.890
N 4.113 0.491 2.289
N 2.448 1.831 3.111
H 4.180 0.132 3.221
H 4.733 0.184 1.552
H 2.546 1.428 4.027
H 1.663 2.441 2.952
C -3.157 -3.328 1.508
O -3.218 -2.342 0.773
N -3.414 -4.586 1.052
N -2.526 -3.277 2.726
H -3.671 -4.680 0.072
H -3.240 -5.382 1.635
H -2.243 -2.338 2.947
H -2.580 -3.994 3.423
C -0.094 -4.104 -1.730
O -0.268 -3.128 -2.447
N 0.056 -3.964 -0.375
N -0.008 -5.391 -2.206
H -0.047 -4.752 0.239
H 0.076 -3.035 0.023
H 0.011 -6.204 -1.627
H -0.119 -5.351 -3.206
C -0.258 0.172 0.182
O 0.509 -0.719 0.584
N -1.562 -0.012 -0.164
N 0.126 1.480 0.202
H -2.097 0.810 -0.380
H -1.990 -0.918 -0.109
H 1.071 1.706 0.498
H -0.499 2.161 -0.195
C 1.689 -1.974 3.889
O 1.614 -1.039 4.684
N 2.851 -2.619 3.606
N 0.636 -2.442 3.141
H 3.663 -2.220 4.037
H 2.920 -3.315 2.864
H 0.817 -3.005 2.329
H -0.235 -1.954 3.128
C 0.500 4.202 -1.901
O 0.345 5.080 -1.063
N -0.489 3.324 -2.238
N 1.671 3.996 -2.596
H -1.409 3.350 -1.811
H -0.331 2.592 -2.907
H 2.446 4.630 -2.560
H 1.682 3.332 -3.348

20
Properties=species:S:1:pos:R:3 method="wB97M-V/def2-TZVPD" max_force_ev_per_a=4.3 molar_mass_da=96.15 relative_energy_kcal_mol=29.4 charge=+1 homo_lumo_gap_ev=11.8
C -0.075 -1.245 0.217
C 0.587 -1.155 1.518
C -0.042 -0.312 2.595
N -0.087 -0.047 -0.669
H 0.272 -2.101 -0.337
H -1.185 -1.568 0.483
H 1.629 -0.746 1.311
H 0.544 -2.158 1.973
H 0.520 -0.270 3.521
H -0.360 0.626 2.265
H -0.961 -0.921 2.875
H -0.108 0.891 -0.209
H 0.728 -0.061 -1.390
H -0.947 -0.053 -1.222
H -1.832 1.304 -3.030
H -2.800 1.983 -2.046
O -2.025 1.406 -2.103
H 2.386 0.873 -2.353
H 1.970 2.283 -1.684
O 1.785 1.272 -1.713

35
Properties=species:S:1:pos:R:3 method="wB97M-V/def2-TZVPD" max_force_ev_per_a=7.3 molar_mass_da=387.49 relative_energy_kcal_mol=64.9 charge=+2 homo_lumo_gap_ev="5.3 / 4.5"
C -2.281 -1.545 1.314
N -1.119 -1.538 0.636
N -0.738 -2.823 0.385
C -1.668 -3.651 0.904
C -2.674 -2.883 1.508
B 0.610 -3.234 -0.307
N 0.741 -2.483 -1.657
N 0.526 -1.145 -1.759
C 0.727 -0.782 -3.039
C 1.085 -1.924 -3.788
C 1.076 -2.977 -2.869
Cd -0.119 -0.156 0.037
N 1.827 -2.949 0.605
N 2.110 -1.705 1.071
C 3.174 -1.846 1.891
C 3.588 -3.212 1.945
C 2.691 -3.874 1.101
H 3.597 -0.994 2.390
H 2.613 -4.917 0.822
H 4.410 -3.639 2.498
H 0.542 -4.420 -0.518
H 1.280 -4.033 -2.987
H -1.546 -4.718 0.811
H 1.308 -1.975 -4.846
H -3.560 -3.239 2.012
H 0.595 0.242 -3.348
H -2.747 -0.616 1.606
H 1.763 0.307 0.170
C 1.328 1.292 -0.364
H 1.625 1.274 -1.341
H -0.048 1.438 -0.517
H 1.365 2.066 0.278
O -1.141 1.463 2.427
N -0.143 0.830 2.835
O 0.545 0.145 2.019

14
Properties=species:S:1:pos:R:3 method="wB97M-V/def2-TZVPD" max_force_ev_per_a=6.6 molar_mass_da=73.12 relative_energy_kcal_mol=109.4 charge=+1 homo_lumo_gap_ev=8.9
C -0.949 -0.493 -1.898
C 0.417 0.708 -0.956
N -0.205 0.930 0.382
C 0.660 0.053 0.951
N 0.154 -0.913 1.756
H -0.837 -1.302 -1.200
H -1.851 0.163 -1.903
H -0.517 -0.484 -2.900
H 1.199 0.049 -1.258
H 0.275 1.552 -1.581
H -1.140 0.541 0.485
H 1.668 0.452 1.158
H 0.001 -1.818 1.277
H 0.811 -1.178 2.490

44
Properties=species:S:1:pos:R:3 method="wB97M-V/def2-TZVPD" max_force_ev_per_a=6.2 molar_mass_da=433.83 relative_energy_kcal_mol=0.0 charge=+2 homo_lumo_gap_ev=6.5
C -2.724 0.168 -3.982
C -2.529 -1.019 -3.294
C -1.840 -1.038 -2.066
C -1.323 0.148 -1.500
C -1.543 1.342 -2.224
C -2.251 1.357 -3.438
C -1.707 -2.361 -1.359
C -0.294 -2.969 -1.281
N 0.826 -1.971 -1.176
Hf 0.260 -0.037 0.098
C -0.905 2.621 -1.736
P 0.739 2.212 -0.996
H -2.902 -1.957 -3.716
H -2.425 2.309 -3.940
H -3.235 0.170 -4.944
H -1.486 3.123 -0.944
H -0.722 3.345 -2.540
H -2.129 -2.289 -0.339
H -2.321 -3.100 -1.894
H -0.229 -3.632 -0.406
C 1.301 3.812 -0.403
C 1.762 2.023 -2.498
H -0.082 -3.594 -2.167
C 1.308 -1.620 -2.537
C 1.943 -2.556 -0.397
H 1.494 0.987 1.097
H 1.686 -2.536 -3.023
H 0.488 -1.203 -3.134
H 2.116 -0.881 -2.471
H 2.471 -3.305 -1.012
H 2.648 -1.770 -0.090
H 1.550 -3.052 0.502
H 1.936 3.019 -2.923
H 2.721 1.547 -2.255
H 1.250 1.404 -3.243
H 1.401 4.541 -1.216
H 0.597 4.186 0.348
H 2.280 3.673 0.064
H 1.991 0.480 0.739
C -0.432 -0.326 3.256
O -0.372 -0.205 1.858
H 0.468 -0.828 3.622
H -1.330 -0.879 3.532
H -0.456 0.658 3.728

11
Properties=species:S:1:pos:R:3 method="wB97M-V/def2-TZVPD" max_force_ev_per_a=2.1 molar_mass_da=146.60 relative_energy_kcal_mol=33.8 homo_lumo_gap_ev=9.6
Cl 0.804 1.672 2.232
C 0.758 0.478 1.088
N 1.021 0.679 -0.146
C 0.902 -0.474 -0.809
C 0.382 -1.572 -0.178
S 0.130 -1.190 1.462
H 1.020 -0.280 -1.858
H 0.634 -2.565 -0.522
C -1.764 1.058 -0.340
N -1.797 2.164 -0.623
H -2.090 0.029 -0.306

10
Properties=species:S:1:pos:R:3 method="wB97M-V/def2-TZVPD" spin_multiplicity=2 s_squared=0.751 max_force_ev_per_a=1.2 molar_mass_da=76.14 relative_energy_kcal_mol=21.2 charge=-2 homo_lumo_gap_ev="2.3 / 6.7"
S -0.750 2.134 -0.816
H -0.866 2.598 -2.057
C 1.580 -1.948 0.485
C -0.459 -0.765 0.637
N 0.179 -1.827 0.908
H 1.665 -1.784 -0.592
H 2.031 -2.915 0.748
H 2.169 -1.218 1.060
H -1.388 -0.725 1.227
H -0.308 0.123 -0.016

7
Properties=species:S:1:pos:R:3 method="wB97M-V/def2-TZVPD" max_force_ev_per_a=5.5 molar_mass_da=253.28 relative_energy_kcal_mol=48.8 homo_lumo_gap_ev="7.9 / 6.7"
C -0.079 -0.428 0.316
N -0.591 0.641 -0.370
O -0.570 0.512 -1.559
O -0.969 1.585 0.242
Cl -0.420 -0.203 2.062
Br 2.641 0.070 -0.363
Br -0.011 -2.177 -0.329

Repeat the third record exactly.
43
Properties=species:S:1:pos:R:3 method="wB97M-V/def2-TZVPD" spin_multiplicity=4 s_squared=3.776 max_force_ev_per_a=1.0 molar_mass_da=441.59 relative_energy_kcal_mol=0.0 charge=+1 homo_lumo_gap_ev="6.2 / 7.2"
Re -1.052 -0.832 -0.590
N 1.081 -1.135 -0.646
C 2.016 -1.060 0.493
C 3.357 -1.044 0.128
C 4.353 -0.996 1.081
C 3.979 -0.968 2.418
C 2.643 -0.987 2.760
C 1.607 -1.033 1.817
C 0.177 -1.042 2.283
C -0.089 -1.118 3.649
C -1.378 -1.108 4.170
C -2.468 -1.026 3.325
C -2.229 -0.957 1.959
C -0.935 -0.964 1.428
H 1.242 -2.037 -1.083
H 1.413 -0.456 -1.313
H 3.616 -1.068 -0.928
H 5.396 -0.979 0.788
H 4.729 -0.929 3.201
H 2.410 -0.955 3.814
H 0.720 -1.195 4.360
H -1.517 -1.163 5.243
H -3.481 -1.014 3.711
H -3.088 -0.884 1.303
N -3.207 -0.824 -1.050
H -3.329 -0.819 -2.058
H -3.689 0.008 -0.719
H -3.722 -1.628 -0.712
C -1.620 1.215 -3.380
C -0.585 1.705 -2.358
C -0.679 3.231 -2.244
C 0.805 1.346 -2.895
C -0.870 1.086 -0.982
H -1.438 1.651 -4.370
H -2.635 1.488 -3.074
H -1.565 0.121 -3.494
H -0.493 3.705 -3.213
H 0.056 3.614 -1.529
H -1.674 3.534 -1.903
H 1.024 1.905 -3.810
H 0.872 0.283 -3.166
H 1.588 1.593 -2.166
H -1.345 1.735 -0.244